This record from the Open Molecules 2025 dataset describes a structure of composition C8H10F12N2O10S4Zn in a non-equilibrium geometry. The level of theory is ωB97M-V with the def2-TZVPD basis set.

Each line ends with the Löwdin charge.
Atoms and positions in Å:
Zn1 -0.5756 -0.2693 -0.1942  1.088
C1 -0.0072 0.0754 5.7576  -0.606
F1 -0.3354 0.0403 7.0787  0.128
F2 1.1904 0.6333 5.5897  0.127
F3 0.0651 -1.1907 5.3638  0.147
S1 -1.3029 1.1139 4.7256  0.684
O1 -2.1530 0.0821 4.1236  -0.342
O2 -2.0621 2.0563 5.5954  -0.298
N1 -0.3976 1.7024 3.3882  -0.245
S2 -0.1839 3.2538 3.8977  0.619
O3 -1.2161 4.2266 3.5193  -0.284
O4 0.2289 3.3881 5.2877  -0.276
C2 1.3628 3.9175 2.7754  -0.533
F4 2.4982 3.2748 3.2725  0.078
F5 1.0634 3.3960 1.6118  0.118
F6 1.5049 5.2858 2.7625  0.128
C3 5.1825 -1.2458 -0.1739  -0.615
F7 5.7206 -0.3304 -1.0458  0.110
F8 6.1230 -2.0961 0.1742  0.161
F9 4.7720 -0.6442 0.9225  0.164
S3 3.7481 -2.3458 -0.9439  0.683
O5 4.2546 -3.5278 -1.6686  -0.288
O6 2.8088 -2.5536 0.1558  -0.347
N2 2.8961 -1.2149 -1.9037  -0.247
S4 3.5283 -1.4079 -3.4063  0.630
O7 4.9457 -1.6335 -3.4663  -0.262
O8 2.6577 -2.3205 -4.2141  -0.283
C4 3.2990 0.3959 -4.0722  -0.598
F10 2.0600 0.8449 -3.8626  0.118
F11 4.1169 1.1850 -3.3732  0.132
F12 3.5733 0.4760 -5.4297  0.104
C5 -3.6652 1.9060 -2.0052  -0.120
O9 -3.2614 0.5533 -1.9256  -0.245
C6 -4.3548 -0.2844 -2.4475  -0.150
C7 -3.9109 -1.7413 -2.5432  -0.174
O10 -3.0327 -2.0640 -1.4398  -0.249
C8 -2.9360 -3.4603 -1.2065  -0.112
H1 -4.4649 2.1714 -1.3137  0.095
H2 -4.0472 2.0995 -3.0075  0.086
H3 -2.8592 2.6247 -1.8569  0.089
H4 -4.5986 0.0250 -3.4639  0.127
H5 -5.2308 -0.2983 -1.7990  0.132
H6 -3.4464 -2.0421 -3.4823  0.129
H7 -4.7774 -2.3963 -2.4510  0.122
H8 -2.5560 -3.6961 -0.2125  0.088
H9 -2.3386 -3.9754 -1.9587  0.096
H10 -3.8864 -3.9891 -1.1340  0.088

Atoms 1-3, force components in eV/Å:
-0.3 -0.2 -0.2
0.3 0.3 1.0
0.2 0.6 -1.6

Computed properties:
multiplicity	1
calculated total energy	-156267.40962	eV
relative energy (zero: lowest compared OMol25 entry of this formula, charge and spin)	291.0	kcal per mole
E_HOMO	-10.0	eV